Entry 1:
Formula: C2H5IN2
Source: the Open Molecules 2025 dataset
Level of theory: ωB97M-V/def2-TZVPD

Structure (ORCA input):
```
! RIJCOSX wB97M-V def2-TZVPD def2/J DEFGRID3
* xyz 0 3
H -1.23 0.17 -1.73
I 1.79 0.32 2.44
C -0.18 -0.78 0.35
N -0.20 0.25 -1.63
N 0.54 -0.29 -0.73
H -0.20 1.44 1.03
H 0.22 1.12 -1.87
H -1.19 -1.07 0.03
C 0.06 0.42 1.27
H 0.39 -1.56 0.84
*
```

## Properties
Maximum force ... 3.0 eV Å⁻¹
Highest occupied orbital energy (alpha / beta) ... -6.76 / -9.61 eV
Orbital gap (alpha / beta) ... 7.35 / 9.01 eV
ΔE to the lowest compared entry with this formula, charge and spin ... 60.2 kJ/mol

These are the Löwdin partial charges, in e, on atoms 1 to 2: 0.1131, 0.7692


Entry 2:
Formula: C2H5INO2P
Source: the Open Molecules 2025 dataset
Level of theory: ωB97M-V/def2-TZVPD

Structure (ORCA input):
```
! RIJCOSX wB97M-V def2-TZVPD def2/J DEFGRID3
* xyz 0 1
H -1.99 -0.92 0.84
O 1.67 -1.54 0.06
O 1.85 0.73 -0.23
H -0.71 1.42 1.17
N -0.18 -0.25 -0.11
H -1.77 1.07 -0.50
C -0.75 1.05 0.05
H 0.01 1.83 -0.35
I 3.77 0.38 -0.09
H -1.91 -1.62 -0.90
C 1.19 -0.46 -0.07
P -1.17 -1.70 0.13
*
```

## Properties
Maximum force ... 4.8 eV Å⁻¹
Highest occupied orbital energy ... -9.43 eV
Orbital gap ... 8.71 eV
ΔE to the lowest compared entry with this formula, charge and spin ... 72.0 kJ/mol

These are the Löwdin partial charges, in e, on atoms 1 to 2: -0.1205, -0.0514


Entry 3:
Formula: C2H5IO3
Source: the Open Molecules 2025 dataset
Level of theory: ωB97M-V/def2-TZVPD

Structure (ORCA input):
```
! RIJCOSX wB97M-V def2-TZVPD def2/J DEFGRID3
* xyz 0 1
H 1.82 3.81 -0.47
I 2.23 -0.18 0.00
O 0.07 3.47 0.23
H 0.52 -2.43 0.14
C -0.38 -1.81 -0.04
H -1.25 -1.87 0.69
H -0.81 -1.67 -1.07
C 0.10 -0.42 0.09
H -0.46 2.54 0.24
O -0.58 0.53 0.32
O 1.24 2.98 -0.48
*
```

## Properties
Maximum force ... 3.5 eV Å⁻¹
Highest occupied orbital energy ... -9.36 eV
Structure (SMILES) ... CC(=O)I.OO
Orbital gap ... 9.78 eV
ΔE to the lowest compared entry with this formula, charge and spin ... 264.7 kJ/mol

These are the Löwdin partial charges, in e, on atoms 1 to 2: 0.1217, 0.8552


Entry 4:
Formula: C2H5IS
Source: the Open Molecules 2025 dataset
Level of theory: ωB97M-V/def2-TZVPD

Structure (ORCA input):
```
! RIJCOSX wB97M-V def2-TZVPD def2/J DEFGRID3
* xyz 0 1
H 1.19 -0.42 1.60
C 0.69 -0.80 0.66
H -3.03 -0.32 -0.13
C 0.49 -0.15 -0.41
S 1.08 1.46 -0.86
H 2.42 1.56 -0.32
H -0.22 -0.60 -1.09
I -3.08 1.10 -0.39
H 0.47 -1.82 0.93
*
```

## Properties
Maximum force ... 6.2 eV Å⁻¹
Highest occupied orbital energy ... -8.92 eV
Structure (SMILES) ... C=CS.I
Orbital gap ... 9.61 eV
ΔE to the lowest compared entry with this formula, charge and spin ... 159.5 kJ/mol

These are the Löwdin partial charges, in e, on atoms 1 to 2: 0.0811, -0.1245


Entry 5:
Formula: C2H5MgO3Sn
Source: the Open Molecules 2025 dataset
Level of theory: ωB97M-V/def2-TZVPD

Structure (ORCA input):
```
! RIJCOSX wB97M-V def2-TZVPD def2/J DEFGRID3
* xyz 0 2
H 1.61 -1.05 -1.17
H 0.83 0.28 -1.98
O 0.95 0.53 0.05
H -1.01 -1.31 -1.85
H -0.32 -2.05 -0.40
Sn 0.84 0.09 1.93
C -0.56 -1.07 -0.86
O -0.25 1.75 2.11
O -1.41 -0.43 0.04
C 0.79 -0.32 -1.05
H -0.65 2.18 2.87
Mg -0.83 1.40 0.31
*
```

## Properties
Maximum force ... 6.6 eV Å⁻¹
Highest occupied orbital energy (alpha / beta) ... -4.59 / -8.69 eV
Orbital gap (alpha / beta) ... 3.44 / 7.30 eV
ΔE to the lowest compared entry with this formula, charge and spin ... 19.6 kJ/mol

These are the Löwdin partial charges, in e, on atoms 1 to 2: 0.1209, 0.1131


Entry 6:
Formula: C2H5N
Source: the Open Molecules 2025 dataset
Level of theory: ωB97M-V/def2-TZVPD

Structure (ORCA input):
```
! RIJCOSX wB97M-V def2-TZVPD def2/J DEFGRID3
* xyz 0 1
H 0.54 -1.17 -0.77
H 1.56 0.36 0.09
H -2.34 -0.56 0.93
H 0.37 0.55 -1.32
C 0.65 -0.21 -0.40
H -0.22 0.91 1.13
C -0.56 0.16 0.41
N -1.51 -0.67 0.37
*
```

## Properties
Maximum force ... 6.5 eV Å⁻¹
Highest occupied orbital energy ... -9.65 eV
Structure (SMILES) ... [H]/N=C/C
Orbital gap ... 10.85 eV
ΔE to the lowest compared entry with this formula, charge and spin ... 102.3 kJ/mol

These are the Löwdin partial charges, in e, on atoms 1 to 2: 0.0350, 0.1037


Entry 7:
Formula: C2H5N
Source: the Open Molecules 2025 dataset
Level of theory: ωB97M-V/def2-TZVPD

Structure (ORCA input):
```
! RIJCOSX wB97M-V def2-TZVPD def2/J DEFGRID3
* xyz 0 1
C -0.40 -0.68 -0.11
H 0.37 -1.52 0.06
H -0.90 -1.35 -0.91
H 1.51 0.87 0.62
N 0.20 0.53 -1.12
C 0.51 1.01 0.08
H -0.27 1.61 0.62
H -1.02 -0.47 0.75
*
```

## Properties
Maximum force ... 4.1 eV Å⁻¹
Highest occupied orbital energy ... -7.74 eV
Orbital gap ... 8.09 eV
ΔE to the lowest compared entry with this formula, charge and spin ... 404.1 kJ/mol

These are the Löwdin partial charges, in e, on atoms 1 to 2: -0.1313, 0.0883


Entry 8:
Formula: C2H5N
Source: the Open Molecules 2025 dataset
Level of theory: ωB97M-V/def2-TZVPD

Structure (ORCA input):
```
! RIJCOSX wB97M-V def2-TZVPD def2/J DEFGRID3
* xyz 0 1
N -0.51 0.11 -0.60
H -0.10 -1.55 0.58
C 0.49 0.90 0.10
H 0.28 1.95 -0.02
H 0.45 0.67 1.17
H -1.43 -1.66 -0.75
C -0.67 -1.08 -0.22
H 1.49 0.65 -0.26
*
```

## Properties
Maximum force ... 0.6 eV Å⁻¹
Highest occupied orbital energy ... -9.73 eV
Structure (SMILES) ... C=NC
Orbital gap ... 10.98 eV
ΔE to the lowest compared entry with this formula, charge and spin ... 37.0 kJ/mol

These are the Löwdin partial charges, in e, on atoms 1 to 2: -0.0944, 0.0736


Entry 9:
Formula: C2H5N
Source: the Open Molecules 2025 dataset
Level of theory: ωB97M-V/def2-TZVPD

Structure (ORCA input):
```
! RIJCOSX wB97M-V def2-TZVPD def2/J DEFGRID3
* xyz 0 1
H -0.54 -1.42 -0.41
H -1.66 -0.02 -0.84
H 2.34 0.21 -0.09
C 0.35 0.29 -0.01
N 1.45 -0.20 -0.25
H -1.31 -0.15 0.90
H 0.30 1.71 0.77
C -0.93 -0.42 -0.09
*
```

## Properties
Maximum force ... 5.2 eV Å⁻¹
Highest occupied orbital energy ... -9.12 eV
Orbital gap ... 10.38 eV
ΔE to the lowest compared entry with this formula, charge and spin ... 207.5 kJ/mol

These are the Löwdin partial charges, in e, on atoms 1 to 2: 0.0955, 0.0871


Entry 10:
Formula: C2H5N
Source: the Open Molecules 2025 dataset
Level of theory: ωB97M-V/def2-TZVPD

Structure (ORCA input):
```
! RIJCOSX wB97M-V def2-TZVPD def2/J DEFGRID3
* xyz 0 1
N 1.61 1.13 -0.41
H -1.54 -0.18 1.60
C 0.73 0.63 -1.13
H 0.60 -0.04 -2.06
H 2.55 1.09 -0.60
H 0.11 -1.12 0.99
H -1.41 -0.71 0.03
C -0.89 -0.70 0.97
*
```

## Properties
Maximum force ... 3.6 eV Å⁻¹
Highest occupied orbital energy (alpha / beta) ... -7.86 / -8.53 eV
Orbital gap (alpha / beta) ... 8.34 / 9.03 eV
ΔE to the lowest compared entry with this formula, charge and spin ... 455.4 kJ/mol

These are the Löwdin partial charges, in e, on atoms 1 to 2: 0.0289, -0.0381


Entry 11:
Formula: C2H5N
Source: the Open Molecules 2025 dataset
Level of theory: ωB97M-V/def2-TZVPD

Structure (ORCA input):
```
! RIJCOSX wB97M-V def2-TZVPD def2/J DEFGRID3
* xyz 1 2
H 0.59 1.33 -1.37
H 1.05 1.10 0.46
H -0.19 -1.40 1.08
N -0.61 0.06 -0.25
H 1.39 -0.05 -0.81
C 0.67 0.72 -0.48
C -0.93 -0.71 0.67
H -1.97 -1.05 0.70
*
```

## Properties
Maximum force ... 2.8 eV Å⁻¹
Highest occupied orbital energy (alpha / beta) ... -18.01 / -18.61 eV
Orbital gap (alpha / beta) ... 12.01 / 9.55 eV
ΔE to the lowest compared entry with this formula, charge and spin ... 3.7 kJ/mol

These are the Löwdin partial charges, in e, on atoms 1 to 2: 0.1210, 0.1183


Entry 12:
Formula: C2H5N2
Source: the Open Molecules 2025 dataset
Level of theory: ωB97M-V/def2-TZVPD

Structure (ORCA input):
```
! RIJCOSX wB97M-V def2-TZVPD def2/J DEFGRID3
* xyz 1 1
H -2.24 0.70 -0.14
N -1.57 -0.02 -0.01
C 1.11 -0.52 -0.06
H 1.35 -1.04 0.95
H 1.27 1.97 -0.13
N 0.78 0.82 0.03
H 1.66 -1.11 -0.84
H -2.07 -0.91 0.22
C -0.28 0.10 -0.02
*
```

## Properties
Maximum force ... 7.0 eV Å⁻¹
Highest occupied orbital energy ... -15.82 eV
Structure (SMILES) ... [NH2+]=C1CN1
Orbital gap ... 11.95 eV
ΔE to the lowest compared entry with this formula, charge and spin ... 163.7 kJ/mol

These are the Löwdin partial charges, in e, on atoms 1 to 2: 0.1290, 0.2518


Entry 13:
Formula: C2H5N2
Source: the Open Molecules 2025 dataset
Level of theory: ωB97M-V/def2-TZVPD

Structure (ORCA input):
```
! RIJCOSX wB97M-V def2-TZVPD def2/J DEFGRID3
* xyz 1 1
H -1.66 -1.11 3.02
H 1.82 1.45 -2.16
N -1.11 -1.13 2.19
H -0.46 0.60 -1.67
H 2.23 0.48 -0.74
H 0.07 -0.33 0.13
N 0.28 0.46 -0.99
C 1.46 0.78 -1.38
C -0.40 -0.88 1.33
*
```

## Properties
Maximum force ... 1.7 eV Å⁻¹
Highest occupied orbital energy ... -16.65 eV
Orbital gap ... 12.42 eV
ΔE to the lowest compared entry with this formula, charge and spin ... 106.5 kJ/mol

These are the Löwdin partial charges, in e, on atoms 1 to 2: 0.1329, 0.1137


Entry 14:
Formula: C2H5N2
Source: the Open Molecules 2025 dataset
Level of theory: ωB97M-V/def2-TZVPD

Structure (ORCA input):
```
! RIJCOSX wB97M-V def2-TZVPD def2/J DEFGRID3
* xyz 1 3
H -0.33 1.17 -0.83
C 0.30 -1.15 0.14
H -2.88 0.11 -0.98
C -0.03 0.80 0.13
H 0.47 -2.18 -0.23
N -0.74 -0.41 0.29
H 2.05 0.18 0.55
H -0.05 1.51 0.88
N 1.22 -0.04 0.05
*
```

## Properties
Maximum force ... 2.9 eV Å⁻¹
Highest occupied orbital energy (alpha / beta) ... -14.60 / -17.93 eV
Orbital gap (alpha / beta) ... 9.42 / 8.88 eV
ΔE to the lowest compared entry with this formula, charge and spin ... 172.8 kJ/mol

These are the Löwdin partial charges, in e, on atoms 1 to 2: 0.1296, -0.0017


Entry 15:
Formula: C2H5N2O
Source: the Open Molecules 2025 dataset
Level of theory: ωB97M-V/def2-TZVPD

Structure (ORCA input):
```
! RIJCOSX wB97M-V def2-TZVPD def2/J DEFGRID3
* xyz 1 1
C -0.56 -0.83 -0.55
C 0.49 0.87 0.64
H -1.63 -0.50 -0.62
N -0.35 -1.25 0.81
H 1.52 1.18 0.68
O 0.22 -0.37 1.45
N 0.18 0.46 -0.77
H -0.53 -1.66 -1.27
H -0.20 1.48 1.13
H 0.87 0.63 -1.51
*
```

## Properties
Maximum force ... 4.0 eV Å⁻¹
Highest occupied orbital energy ... -15.48 eV
Orbital gap ... 7.93 eV
ΔE to the lowest compared entry with this formula, charge and spin ... 473.1 kJ/mol

These are the Löwdin partial charges, in e, on atoms 1 to 2: -0.1128, -0.0092


Entry 16:
Formula: C2H5N2O
Source: the Open Molecules 2025 dataset
Level of theory: ωB97M-V/def2-TZVPD

Structure (ORCA input):
```
! RIJCOSX wB97M-V def2-TZVPD def2/J DEFGRID3
* xyz 1 1
H -0.28 -1.31 0.95
H -1.18 -1.04 -0.40
N 1.82 -0.42 -1.03
C -0.89 0.85 0.46
H -0.60 1.57 -0.24
C -0.43 -0.61 0.16
O 2.83 -0.30 -1.51
H -0.31 1.28 1.28
N 0.88 -0.67 -0.41
H -1.87 0.66 0.75
*
```

## Properties
Maximum force ... 5.7 eV Å⁻¹
Highest occupied orbital energy ... -17.36 eV
Structure (SMILES) ... CCN=[N+]=O
Orbital gap ... 11.87 eV
ΔE to the lowest compared entry with this formula, charge and spin ... 501.0 kJ/mol

These are the Löwdin partial charges, in e, on atoms 1 to 2: 0.1393, 0.1138


Entry 17:
Formula: C2H5N2O
Source: the Open Molecules 2025 dataset
Level of theory: ωB97M-V/def2-TZVPD

Structure (ORCA input):
```
! RIJCOSX wB97M-V def2-TZVPD def2/J DEFGRID3
* xyz 1 1
H 1.05 0.94 -1.30
H 2.11 0.83 0.05
N -2.07 0.46 0.08
C 1.06 0.77 -0.12
H 0.49 1.60 0.43
H -1.02 -1.84 0.35
H 1.48 -1.15 0.47
O -3.00 -0.02 -0.26
C 0.56 -0.67 0.18
N -0.65 -0.93 0.12
*
```

## Properties
Maximum force ... 4.9 eV Å⁻¹
Highest occupied orbital energy ... -15.90 eV
Orbital gap ... 9.05 eV
ΔE to the lowest compared entry with this formula, charge and spin ... 420.4 kJ/mol

These are the Löwdin partial charges, in e, on atoms 1 to 2: 0.1429, 0.0521


Entry 18:
Formula: C2H5N2O5S2
Source: the Open Molecules 2025 dataset
Level of theory: ωB97M-V/def2-TZVPD

Structure (ORCA input):
```
! RIJCOSX wB97M-V def2-TZVPD def2/J DEFGRID3
* xyz -1 1
O 0.73 -1.43 0.03
O -1.56 -1.32 -0.76
N 1.81 0.55 -0.33
S 0.29 1.16 -0.49
C 1.82 -0.74 -0.13
H -2.82 0.89 -0.51
H 2.70 -2.33 -0.30
O 0.17 2.27 0.42
H -3.19 0.63 1.31
H 3.68 -1.04 -0.64
O -0.07 1.48 -1.86
N 3.02 -1.43 -0.01
O -0.99 -0.87 1.64
C -2.55 0.85 0.50
H -1.92 1.73 0.86
S -1.09 -0.39 0.27
*
```

## Properties
Maximum force ... 4.8 eV Å⁻¹
Highest occupied orbital energy ... -5.49 eV
Structure (SMILES) ... CS1(=O)([O-])OC(N)=NS1(=O)=O
Orbital gap ... 9.06 eV
ΔE to the lowest compared entry with this formula, charge and spin ... 178.1 kJ/mol

These are the Löwdin partial charges, in e, on atoms 1 to 2: -0.1764, -0.3858


Entry 19:
Formula: C2H5N2OP
Source: the Open Molecules 2025 dataset
Level of theory: ωB97M-V/def2-TZVPD

Structure (ORCA input):
```
! RIJCOSX wB97M-V def2-TZVPD def2/J DEFGRID3
* xyz 0 1
C -1.47 -0.15 0.30
P 0.72 1.26 -0.23
H 1.97 -1.92 0.46
O -0.91 -0.99 -0.50
H -2.39 -0.38 0.61
N 1.20 -0.33 -0.29
H 0.27 1.39 -1.62
H -1.35 1.91 1.18
N 1.70 -1.03 0.73
C -0.95 1.06 0.65
H 1.23 -0.82 -1.29
*
```

## Properties
Maximum force ... 7.5 eV Å⁻¹
Highest occupied orbital energy (alpha / beta) ... -8.09 / -8.09 eV
Orbital gap (alpha / beta) ... 6.76 / 6.77 eV
ΔE to the lowest compared entry with this formula, charge and spin ... 462.3 kJ/mol

These are the Löwdin partial charges, in e, on atoms 1 to 2: -0.4287, 0.8768


Entry 20:
Formula: C2H5N2S
Source: the Open Molecules 2025 dataset
Level of theory: ωB97M-V/def2-TZVPD

Structure (ORCA input):
```
! RIJCOSX wB97M-V def2-TZVPD def2/J DEFGRID3
* xyz 1 1
C 2.37 1.11 0.99
H -2.07 0.31 -0.39
H 0.59 -1.18 -0.18
C -0.09 -0.28 -0.04
N 0.59 0.82 0.08
H 2.43 0.12 1.58
H -0.03 1.58 -0.17
N -1.33 -0.34 -0.47
S 3.24 2.32 0.75
H -1.77 -1.23 -0.57
*
```

## Properties
Maximum force ... 3.0 eV Å⁻¹
Highest occupied orbital energy ... -14.82 eV
Orbital gap ... 9.55 eV
ΔE to the lowest compared entry with this formula, charge and spin ... 166.6 kJ/mol

These are the Löwdin partial charges, in e, on atoms 1 to 2: -0.5156, 0.1152